Entry 1:
{"formula": "C19H19ClInNO6", "method": "wB97M-V/def2-TZVPD", "elements": ["In", "O", "C", "C", "O", "O", "C", "C", "C", "C", "C", "C", "C", "C", "C", "C", "C", "C", "H", "H", "H", "H", "H", "H", "H", "H", "H", "H", "H", "N", "C", "O", "C", "C", "H", "H", "H", "H", "H", "H", "Cl", "C", "C", "O", "O", "H", "H"], "positions_angstrom": [[0.4595, -1.7612, -0.5081], [-0.4843, 0.3732, -1.0671], [-0.7934, 1.0039, 0.1953], [-1.1141, -0.0958, 1.2759], [-1.3628, 0.2623, 2.4096], [-1.1164, -1.3160, 0.8470], [-1.9613, 1.9576, -0.0195], [-3.1752, 1.8385, 0.6451], [-4.2002, 2.7380, 0.3817], [-4.0197, 3.7524, -0.5441], [-2.8114, 3.8692, -1.2184], [-1.7870, 2.9766, -0.9556], [0.4540, 1.7467, 0.6522], [1.6835, 1.5529, 0.0322], [2.8193, 2.2003, 0.5019], [2.7351, 3.0471, 1.5937], [1.5064, 3.2563, 2.2065], [0.3722, 2.6170, 1.7366], [-1.3180, 0.1125, -1.4829], [-3.3112, 1.0613, 1.3841], [-5.1446, 2.6473, 0.9028], [-4.8183, 4.4566, -0.7404], [-2.6702, 4.6608, -1.9430], [-0.8355, 3.0646, -1.4665], [1.7591, 0.9267, -0.8476], [3.7664, 2.0439, 0.0012], [3.6220, 3.5516, 1.9550], [1.4303, 3.9208, 3.0574], [-0.5810, 2.7806, 2.2192], [0.9732, -5.4656, 1.6461], [0.9327, -4.2467, 1.0849], [0.3016, -4.0575, 0.0407], [1.6720, -3.1458, 1.8203], [2.1237, -2.0186, 0.9061], [0.4299, -6.2093, 1.2416], [1.4363, -5.6272, 2.5207], [2.5083, -3.5823, 2.3727], [0.9502, -2.7525, 2.5445], [2.9996, -2.2829, 0.3164], [2.2959, -1.0994, 1.4593], [0.9263, -1.5357, -5.4513], [0.5661, -2.9739, -4.4559], [0.6301, -2.5313, -3.0020], [-0.4657, -2.1895, -2.4497], [1.7259, -2.4871, -2.4164], [1.3198, -3.7235, -4.6686], [-0.4294, -3.3167, -4.7137]], "atomic_forces_ev_per_a": [[0.34, -0.56, 0.27], [0.27, -0.24, 0.05], [-0.03, 0.09, 0.43], [-0.33, 0.10, 0.01], [0.07, -0.03, -0.16], [0.10, 0.04, -0.11], [0.01, -0.06, -0.03], [0.03, -0.04, 0.00], [-0.03, 0.05, -0.05], [-0.05, 0.02, 0.00], [0.02, 0.00, -0.02], [-0.01, -0.01, 0.03], [0.08, -0.02, -0.12], [-0.09, 0.02, -0.07], [0.01, 0.00, -0.01], [0.07, 0.01, -0.03], [-0.02, -0.01, 0.00], [0.01, -0.04, 0.05], [0.00, 0.00, -0.06], [-0.03, 0.02, 0.00], [0.02, -0.02, 0.02], [0.00, -0.02, 0.00], [0.02, -0.01, 0.00], [-0.01, 0.03, -0.01], [0.03, 0.00, 0.02], [0.00, 0.00, 0.01], [-0.02, 0.00, 0.03], [0.00, 0.01, -0.01], [-0.02, -0.03, 0.01], [-0.11, -0.02, -0.14], [0.14, -0.17, 0.26], [-0.04, 0.35, -0.07], [-0.03, 0.12, -0.12], [-0.55, 0.27, -0.57], [-0.02, 0.01, -0.03], [0.06, 0.06, 0.02], [-0.07, -0.05, 0.08], [0.05, -0.05, 0.07], [0.06, 0.03, 0.08], [0.10, -0.02, 0.03], [-0.01, -0.01, -0.10], [-0.03, 0.18, 0.21], [0.16, -0.22, -0.67], [0.08, 0.10, 0.56], [-0.26, 0.12, 0.09], [0.02, 0.00, 0.03], [0.00, -0.01, 0.00]], "lowdin_charge": [1.06, -0.04, -0.31, -0.57, 0.09, -0.06, -0.15, -0.01, -0.07, -0.09, -0.07, -0.02, -0.15, -0.04, -0.07, -0.09, -0.06, -0.01, 0.13, 0.12, 0.10, 0.10, 0.10, 0.13, 0.11, 0.11, 0.10, 0.10, 0.13, 0.19, -0.50, 0.01, -0.19, -0.19, 0.12, 0.11, 0.11, 0.13, 0.06, 0.05, 0.59, -0.46, -0.73, -0.04, -0.01, 0.08, 0.08], "e_lumo_ev": 0.332, "energy_ha": -1892.0571, "gap_ev": 9.315}

=====

Entry 2:
{"formula": "C23H19Cl2F3N4O3S", "method": "wB97M-V/def2-TZVPD", "elements": ["C", "H", "H", "H", "O", "C", "O", "C", "C", "N", "C", "N", "H", "O", "C", "C", "C", "C", "C", "C", "C", "H", "H", "Cl", "H", "H", "H", "H", "H", "S", "C", "C", "C", "H", "C", "N", "C", "N", "C", "C", "C", "C", "Cl", "H", "C", "F", "F", "F", "H", "C", "H", "H", "H", "H", "H"], "positions_angstrom": [[-4.3740, -3.2848, 0.8636], [-5.3644, -2.8515, 0.9771], [-4.4217, -4.1936, 0.2600], [-3.9525, -3.5387, 1.8394], [-3.5805, -2.3015, 0.2193], [-2.3212, -2.6710, -0.0587], [-1.8741, -3.7507, 0.2580], [-1.5517, -1.6300, -0.7466], [-2.0867, -0.4764, -1.2926], [-3.3796, -0.1296, -1.2547], [-3.7632, 1.0795, -1.3988], [-5.0700, 1.4151, -1.3204], [-5.7029, 0.6774, -1.0205], [-5.3818, 2.6701, -0.8203], [-5.1910, 2.7767, 0.6001], [-3.7838, 2.4325, 1.0118], [-3.4934, 1.1975, 1.5808], [-2.1858, 0.8203, 1.8251], [-1.1567, 1.6876, 1.4951], [-1.4269, 2.9366, 0.9560], [-2.7383, 3.3030, 0.7185], [-2.9552, 4.2643, 0.2772], [-0.6174, 3.6057, 0.7111], [0.4811, 1.2040, 1.7423], [-1.9662, -0.1468, 2.2480], [-4.2908, 0.5080, 1.8149], [-5.9124, 2.1273, 1.1139], [-5.4308, 3.8213, 0.8048], [-3.0899, 1.9170, -1.6070], [-0.8181, 0.5531, -1.9721], [0.3855, -0.5906, -1.4992], [-0.1366, -1.6802, -0.8807], [0.8497, -2.6783, -0.3798], [0.3806, -3.3811, 0.3059], [1.9707, -1.9153, 0.3338], [2.5673, -0.8939, -0.5118], [3.8170, -0.4175, -0.3480], [4.3059, 0.2563, -1.4015], [5.5263, 0.7387, -1.4045], [6.3962, 0.5848, -0.3366], [5.9080, -0.0546, 0.8055], [4.6207, -0.5389, 0.8197], [4.0609, -1.1781, 2.3327], [6.5279, -0.1440, 1.6846], [7.8051, 1.0791, -0.3732], [8.1781, 1.6688, 0.7768], [8.0209, 1.9740, -1.3481], [8.6936, 0.0831, -0.5771], [5.8188, 1.2666, -2.3016], [1.8476, -0.4429, -1.7017], [2.1739, -1.0361, -2.5689], [2.1237, 0.5950, -1.8964], [2.7453, -2.6242, 0.6320], [1.5509, -1.4516, 1.2340], [1.2617, -3.2417, -1.2210]], "atomic_forces_ev_per_a": [[0.01, -0.38, 0.16], [0.03, 0.01, -0.01], [-0.04, 0.06, 0.08], [-0.08, 0.00, -0.07], [0.06, 0.07, 0.03], [-0.12, -0.13, 0.13], [-0.06, -0.02, -0.02], [-0.22, 0.49, -0.25], [1.47, -0.12, -0.15], [-1.70, 0.69, -0.26], [0.99, -0.31, -0.06], [-0.69, -0.18, 0.05], [0.07, 0.16, 0.05], [0.01, 0.19, -0.47], [0.16, -0.20, 0.29], [-0.16, 0.04, 0.16], [0.00, 0.28, 0.05], [0.13, 0.02, 0.02], [-0.27, 0.04, 0.00], [0.07, -0.01, -0.02], [-0.11, -0.13, 0.09], [-0.01, 0.13, -0.06], [0.10, 0.04, -0.01], [0.21, -0.03, 0.05], [0.07, -0.11, 0.03], [-0.11, -0.09, -0.03], [0.06, 0.10, -0.05], [-0.03, -0.09, 0.01], [-0.12, 0.01, 0.12], [-0.17, -0.64, 0.22], [-0.37, -0.24, 0.18], [0.33, 0.38, -0.30], [0.12, 0.09, 0.13], [0.14, 0.01, -0.04], [-0.19, -0.41, 0.31], [-0.24, 0.04, 0.03], [0.49, 0.21, 0.01], [-0.32, -0.19, -0.06], [0.52, 0.04, 0.32], [-0.06, 0.04, 0.09], [-0.05, 0.12, -0.49], [0.23, 0.05, -0.06], [-0.02, 0.04, 0.24], [-0.01, -0.03, 0.10], [0.22, -0.01, -0.06], [-0.13, 0.01, 0.23], [-0.19, 0.10, -0.21], [-0.03, -0.18, 0.00], [0.13, 0.07, -0.03], [-0.02, 0.19, -0.34], [0.00, 0.17, 0.01], [-0.07, -0.19, -0.06], [-0.11, 0.08, -0.01], [0.05, -0.20, -0.08], [0.01, -0.11, 0.00]], "lowdin_charge": [-0.05, 0.09, 0.10, 0.10, -0.06, -0.44, 0.11, -0.10, -0.48, 0.08, -0.21, 0.02, 0.16, -0.11, -0.13, -0.23, -0.04, -0.09, -0.66, -0.10, -0.03, 0.12, 0.11, 0.73, 0.11, 0.12, 0.13, 0.13, 0.13, 1.10, -0.48, -0.22, -0.09, 0.11, -0.19, -0.05, -0.29, 0.12, -0.07, -0.11, -0.04, -0.53, 0.73, 0.12, -0.59, 0.14, 0.14, 0.13, 0.13, -0.15, 0.14, 0.11, 0.10, 0.08, 0.14], "e_lumo_ev": 0.000, "energy_ha": -2950.7489, "gap_ev": 7.901}

=====

Entry 3:
{"formula": "AsBeBrF6", "method": "wB97M-V/def2-TZVPD", "elements": ["Be", "As", "F", "F", "F", "F", "F", "F", "Br"], "positions_angstrom": [[1.6039, 0.7628, 2.8582], [-0.7960, -0.0191, -0.6185], [-2.2279, 0.2435, 0.3193], [-1.1383, -1.8187, -0.5455], [0.6739, -0.3251, -1.6036], [-0.3805, 1.7015, -0.6234], [0.1772, -0.1459, 0.9081], [-1.7297, 0.1943, -2.0642], [3.8174, -0.5934, 1.3696]], "atomic_forces_ev_per_a": [[1.13, -1.84, -2.90], [-0.10, -1.11, -2.23], [0.61, 0.11, 0.26], [0.76, 2.39, 0.07], [-1.28, 0.11, 1.38], [-0.22, -0.92, 0.42], [0.60, 0.23, 1.04], [0.40, -0.26, 0.47], [-1.90, 1.29, 1.50]], "lowdin_charge": [0.98, 0.84, -0.26, -0.30, -0.29, -0.29, -0.40, -0.25, -0.04], "e_lumo_ev": -6.489, "energy_ha": -5423.6512, "gap_ev": 5.574}

=====

Entry 4:
{"formula": "C19H16FNO", "method": "wB97M-V/def2-TZVPD", "elements": ["C", "C", "C", "C", "C", "C", "C", "C", "C", "C", "C", "C", "O", "C", "C", "H", "H", "H", "H", "H", "H", "H", "H", "H", "H", "H", "F", "N", "C", "C", "C", "C", "C", "H", "H", "H", "H", "H"], "positions_angstrom": [[-1.9346, 2.4472, -4.2044], [-1.4126, 2.9953, -3.0259], [-1.3867, 2.2299, -1.8448], [-1.8876, 0.9144, -1.8874], [-1.4984, -0.1505, -0.8969], [-1.2209, 0.3470, 0.5652], [-1.3836, -0.6541, 1.6786], [-0.9679, -0.3416, 2.9877], [-1.1254, -1.2778, 4.0189], [-1.7968, -2.4896, 3.7971], [-2.3314, -2.7302, 2.5315], [-2.1627, -1.8107, 1.5036], [-0.9848, 1.5095, 0.8463], [-2.3668, 0.3616, -3.0851], [-2.3872, 1.1139, -4.2447], [-1.9824, 3.0582, -5.0941], [-1.0084, 4.0189, -2.9753], [-0.8389, 2.5366, -0.9701], [-2.3607, -0.8815, -0.9551], [-0.5372, 0.6407, 3.1933], [-0.7310, -1.0738, 5.0065], [-1.9036, -3.2286, 4.5959], [-2.8821, -3.6384, 2.3235], [-2.6639, -1.9845, 0.5587], [-2.4919, -0.7198, -3.1083], [-2.7582, 0.6577, -5.1700], [-0.3653, -0.8363, -1.4131], [2.5996, -0.2620, 0.2317], [2.9897, 0.1600, 1.4240], [4.3834, 0.2235, 1.7144], [5.3237, -0.0622, 0.7008], [4.8307, -0.3799, -0.5774], [3.4134, -0.4230, -0.7909], [2.2198, 0.4676, 2.1559], [4.6723, 0.4786, 2.7363], [6.4004, -0.0193, 0.9117], [5.5145, -0.6124, -1.4090], [3.0234, -0.5846, -1.8293]], "atomic_forces_ev_per_a": [[-0.13, -0.21, 0.42], [-0.30, -0.18, 0.54], [-0.05, -0.72, -1.19], [1.27, 0.14, -0.57], [-0.86, -0.07, -0.02], [-0.29, 0.15, 0.51], [-0.86, -0.14, 0.45], [0.17, -0.40, -0.05], [-0.23, -0.03, -0.39], [0.25, 0.32, -0.39], [0.01, 0.09, 0.20], [0.53, 0.14, -0.04], [0.04, -1.10, -0.44], [0.61, 0.33, 0.23], [-0.21, 0.51, -0.09], [0.08, -0.02, -0.11], [-0.26, -0.59, -0.31], [-0.28, 0.33, -0.01], [1.17, 0.57, 0.56], [0.08, -0.40, -0.16], [-0.05, 0.14, -0.03], [0.04, 0.32, -0.27], [-0.07, 0.02, 0.12], [0.25, -0.19, 0.10], [-0.47, 0.21, -0.11], [0.26, 0.35, 0.30], [-0.61, 0.42, 0.71], [-1.97, 0.93, -0.62], [2.13, -0.37, -0.07], [-0.81, 0.09, -0.14], [-1.00, -0.10, 0.03], [-0.59, 0.08, -0.15], [2.31, -0.26, 0.22], [0.49, -0.50, -0.42], [0.17, 0.05, -0.40], [-0.55, -0.08, -0.15], [-0.36, 0.28, 0.47], [0.09, -0.10, 1.26]], "lowdin_charge": [-0.08, -0.07, -0.01, -0.16, -0.20, -0.23, -0.13, -0.02, -0.07, -0.07, -0.08, -0.03, 0.09, -0.05, -0.08, 0.09, 0.11, 0.10, 0.13, 0.12, 0.10, 0.11, 0.10, 0.10, 0.12, 0.11, 0.00, 0.03, -0.14, -0.07, -0.09, -0.07, -0.15, 0.10, 0.09, 0.10, 0.10, 0.12], "e_lumo_ev": -0.027, "energy_ha": -963.4278, "gap_ev": 9.153}

=====

Entry 5:
{"formula": "C22H30CuN4O2S3SbSe", "method": "wB97M-V/def2-TZVPD", "elements": ["Cu", "S", "Sb", "S", "S", "C", "C", "C", "C", "N", "C", "Se", "N", "C", "C", "C", "C", "C", "C", "C", "C", "C", "C", "H", "H", "H", "H", "H", "H", "H", "H", "H", "H", "H", "H", "H", "H", "H", "H", "H", "H", "H", "H", "H", "H", "O", "C", "N", "C", "O", "C", "C", "C", "C", "N", "C", "H", "H", "H", "H", "H", "H", "H", "H"], "positions_angstrom": [[1.1182, -1.2741, -0.2022], [3.7831, 2.5465, 0.9132], [3.9934, 0.5292, -0.1758], [2.8408, -1.1091, 1.2958], [1.9445, 0.3082, -1.5468], [-4.0484, 2.9019, -0.7383], [-4.0792, 2.5167, -2.2169], [-3.4290, 1.1672, -2.5356], [-1.9130, 1.1933, -2.6903], [-1.2175, 1.7457, -1.5419], [-0.9417, 1.0759, -0.4020], [-1.4140, -0.6986, -0.0744], [-0.2506, 1.8896, 0.4101], [0.3207, 1.5629, 1.7160], [-0.4343, 2.2615, 2.8394], [-1.8529, 1.7371, 3.0564], [-1.8844, 0.3460, 3.6789], [-0.0157, 3.0901, -0.2441], [0.7223, 4.2040, 0.1283], [0.7647, 5.2500, -0.7753], [0.1045, 5.1824, -2.0072], [-0.6077, 4.0578, -2.3865], [-0.6445, 3.0068, -1.4802], [-4.6579, 3.7890, -0.5569], [-3.0417, 3.1216, -0.3844], [-4.4445, 2.0905, -0.1234], [-3.6109, 3.3048, -2.8167], [-5.1236, 2.4756, -2.5380], [-3.8296, 0.7789, -3.4768], [-3.6889, 0.4411, -1.7613], [-1.6249, 1.8023, -3.5480], [-1.5277, 0.1860, -2.8499], [1.3743, 1.8570, 1.6832], [0.2971, 0.4806, 1.8186], [-0.4606, 3.3362, 2.6364], [0.1520, 2.1343, 3.7542], [-2.3850, 1.7222, 2.0989], [-2.3974, 2.4362, 3.6979], [-1.3794, -0.3824, 3.0441], [-2.9098, -0.0007, 3.8198], [-1.3908, 0.3473, 4.6539], [1.2865, 4.2197, 1.0491], [1.3471, 6.1294, -0.5351], [0.1703, 6.0202, -2.6894], [-1.0942, 4.0007, -3.3507], [4.8580, -3.6111, 1.6661], [4.7424, -4.5058, 0.6085], [4.1540, -5.7775, 1.0173], [2.9397, -6.3241, 0.7630], [2.6841, -7.4843, 1.0528], [1.9007, -5.4799, 0.0891], [1.0432, -6.0688, -0.8301], [0.0807, -5.2866, -1.4436], [0.0141, -3.9400, -1.1230], [0.8210, -3.3758, -0.2249], [1.7277, -4.1384, 0.3849], [4.2823, -2.8233, 1.5225], [5.7441, -4.7392, 0.2386], [4.1643, -4.0959, -0.2207], [4.7534, -6.3991, 1.5391], [1.1442, -7.1246, -1.0449], [-0.6024, -5.7023, -2.1711], [-0.7020, -3.2767, -1.5948], [2.3310, -3.6282, 1.1248]], "atomic_forces_ev_per_a": [[0.17, 0.08, 0.10], [0.01, -0.01, -0.01], [-0.10, 0.03, -0.02], [-0.08, -0.02, -0.05], [0.02, -0.04, 0.02], [0.00, 0.00, 0.01], [-0.01, 0.00, -0.01], [0.00, -0.01, 0.00], [-0.01, 0.01, 0.00], [0.02, 0.00, 0.00], [-0.01, -0.07, 0.01], [0.03, 0.05, -0.01], [0.00, 0.03, 0.01], [0.01, 0.00, 0.00], [0.00, 0.00, 0.01], [0.00, 0.01, 0.00], [0.00, -0.01, 0.01], [0.01, -0.01, 0.01], [-0.01, 0.00, -0.02], [0.01, 0.00, 0.01], [0.00, 0.00, -0.01], [0.01, 0.00, 0.01], [-0.01, 0.01, -0.01], [0.00, 0.00, 0.00], [0.00, 0.00, 0.00], [0.00, 0.00, 0.00], [0.00, 0.00, 0.00], [0.00, 0.00, 0.00], [0.00, 0.00, 0.00], [0.00, 0.00, 0.00], [0.00, 0.00, 0.00], [0.00, 0.00, 0.00], [-0.01, 0.00, -0.01], [0.00, 0.00, 0.00], [0.00, 0.00, 0.00], [-0.01, 0.00, 0.00], [0.00, 0.00, 0.00], [0.00, 0.00, 0.00], [0.00, 0.00, 0.00], [0.00, 0.00, 0.00], [0.00, 0.00, 0.00], [0.00, 0.01, 0.01], [0.00, 0.00, 0.00], [0.00, 0.00, 0.00], [0.00, 0.00, 0.00], [-0.01, 0.02, 0.02], [-0.01, -0.01, 0.00], [0.01, 0.00, -0.02], [0.00, -0.01, -0.01], [0.00, 0.00, 0.00], [0.00, 0.02, 0.02], [0.00, 0.01, -0.01], [0.01, -0.01, 0.00], [0.01, 0.01, 0.00], [-0.07, -0.09, -0.03], [0.01, 0.02, 0.00], [0.00, -0.01, -0.01], [0.00, 0.00, 0.00], [0.00, 0.00, 0.00], [0.00, 0.00, 0.00], [0.00, 0.00, 0.00], [0.00, 0.00, 0.00], [0.00, 0.00, 0.00], [0.01, -0.01, 0.00]], "lowdin_charge": [-0.35, -0.37, 0.20, 0.01, -0.06, -0.10, -0.25, -0.20, -0.16, -0.03, -0.69, 0.71, -0.01, -0.17, -0.17, -0.26, -0.12, -0.16, -0.02, -0.08, -0.09, -0.01, -0.17, 0.07, 0.06, 0.08, 0.10, 0.10, 0.11, 0.08, 0.12, 0.10, 0.03, 0.05, 0.10, 0.12, 0.09, 0.10, 0.04, 0.07, 0.07, 0.08, 0.10, 0.10, 0.10, -0.09, -0.28, 0.11, -0.45, 0.04, -0.10, 0.00, -0.04, -0.12, 0.00, -0.09, -0.06, 0.12, 0.13, 0.14, 0.12, 0.10, 0.09, 0.05], "e_lumo_ev": [2.280, 1.855], "energy_ha": -6702.7802, "gap_ev": [6.009, 5.554], "multiplicity": 2, "total_charge": -1}

=====

Entry 6:
{"formula": "C2H14NO3", "method": "wB97M-V/def2-TZVPD", "elements": ["C", "C", "N", "H", "H", "H", "H", "H", "H", "H", "H", "H", "H", "O", "H", "H", "O", "H", "H", "O"], "positions_angstrom": [[-0.2348, -1.5852, 0.7043], [0.9888, -0.5600, 0.8665], [0.4038, 0.8329, 0.4236], [0.0694, -2.6081, 0.8603], [-0.9057, -1.4194, 1.6403], [-0.8730, -1.4813, -0.2165], [1.1341, -0.3209, 2.0014], [1.8830, -0.7302, 0.1962], [1.2766, 1.4977, 0.5565], [-0.3595, 1.2066, 0.9842], [0.1532, 0.6763, -0.5155], [-1.0062, 1.7157, -3.5800], [-1.0369, 2.5037, -2.4900], [-0.3933, 2.0217, -2.9092], [-1.6215, 1.2447, 2.8685], [-1.9280, -0.2123, 2.9079], [-1.2234, 0.3980, 2.8976], [1.8539, -0.5989, -2.1372], [0.6348, -1.2405, -2.9253], [1.1846, -1.3405, -2.1335]], "atomic_forces_ev_per_a": [[-0.53, 1.23, 1.94], [-2.29, 0.34, 1.34], [4.07, 0.59, 1.68], [0.44, -0.28, -0.50], [1.09, -0.12, -1.93], [1.05, -0.02, 0.78], [0.47, -1.14, -2.18], [-1.06, 0.08, 1.19], [-2.50, -1.23, -0.90], [-0.11, -0.62, 0.21], [-0.46, 0.54, -1.90], [0.51, -0.78, -1.02], [-1.97, 2.60, 2.50], [1.45, -1.88, -1.33], [-0.81, 1.38, 0.39], [-1.39, -1.12, 0.17], [1.99, 0.22, -0.31], [-1.13, -1.28, -0.57], [0.41, 0.12, 0.14], [0.77, 1.34, 0.31]], "lowdin_charge": [-0.08, -0.14, 0.15, 0.07, 0.07, 0.09, 0.14, 0.12, 0.22, 0.12, 0.08, 0.05, -0.01, -0.02, 0.04, 0.04, -0.01, 0.07, 0.05, -0.07], "e_lumo_ev": -3.411, "energy_ha": -364.7872, "gap_ev": 11.818, "total_charge": 1}